[1]
118
Properties=species:S:1:pos:R:3:forces:R:3:lowdin_spin:R:1 method="wB97M-V/def2-TZVPD" fmax_ev_per_a=4.2 charge=-1 total_energy_ha=-28045.9322 multiplicity=2 e_homo_ev="-0.6 / -6.1" homo_lumo_gap_ev="1.86 / 7.33"
C -1.2563 -3.1987 1.4968 -1.6 -1.5 0.3 0.01
O -2.5320 -3.8969 1.2165 0.0 0.6 0.1 0.00
C -3.6543 -3.6006 2.0747 0.4 1.1 -1.3 0.00
C -4.3729 -2.3247 1.4956 0.2 -1.5 1.6 0.00
N -5.2748 -1.8201 2.5656 1.2 -0.1 -0.8 0.00
C -6.0491 -0.6891 2.1043 -0.4 1.1 0.8 0.00
C -5.6541 0.6881 2.7945 1.0 -0.6 -1.9 0.00
O -4.2912 0.9205 2.4074 1.9 -1.0 0.3 0.00
C -3.6478 2.1385 2.8720 -2.7 -0.3 -0.4 0.00
H -0.6033 -3.5393 0.6932 0.2 -0.1 0.5 0.01
H -1.0013 -3.5830 2.4844 0.8 0.2 -0.1 0.00
H -1.2370 -2.1090 1.5066 -0.6 0.2 -0.1 0.00
H -3.3668 -3.5411 3.1244 0.4 0.7 0.1 0.00
H -4.3803 -4.4130 2.1083 0.2 -0.3 -0.7 0.00
H -4.9404 -2.6416 0.6206 -0.1 0.0 0.1 0.00
H -3.6242 -1.6081 1.1581 0.1 0.2 0.1 0.00
H -4.6268 -1.4692 3.2562 0.0 0.0 0.4 0.00
H -7.0949 -0.9352 2.2880 -0.3 0.5 0.2 0.00
H -5.9580 -0.6121 1.0209 0.1 0.4 0.0 0.00
H -5.7271 0.6876 3.8820 -0.3 0.0 0.1 0.00
H -6.1883 1.4951 2.2931 -0.8 0.1 0.5 0.00
H -2.5648 2.2597 2.8490 -0.1 -1.1 -0.2 0.00
H -4.0365 2.3079 3.8761 0.3 0.4 0.2 0.00
H -4.0985 2.8424 2.1724 0.3 1.0 0.3 0.00
C 4.6668 -1.0565 -1.9106 -0.6 -0.3 -0.1 0.00
O 4.0461 -0.0208 -1.1661 -0.2 -0.2 -1.3 0.00
C 3.8609 -0.4052 0.1915 1.0 1.6 -0.5 0.01
C 3.3137 0.8786 0.8396 2.0 -0.8 0.9 0.00
N 1.9857 1.2002 0.5289 -1.5 1.2 -0.2 0.00
C 1.0711 0.5777 1.4713 -1.0 -2.2 -2.3 0.00
C -0.4326 0.7993 1.1748 1.4 1.6 1.3 0.00
O -0.7863 0.4915 -0.1593 2.6 -0.3 0.9 0.00
C -2.0931 0.7794 -0.3523 -2.2 0.8 -0.8 0.00
H 4.5219 -0.9218 -2.9825 -0.3 0.4 0.0 0.00
H 4.1864 -1.9977 -1.6435 0.2 -0.3 0.0 0.00
H 5.7435 -1.1542 -1.7719 0.2 0.2 0.5 0.00
H 4.8943 -0.5332 0.5137 -0.1 -0.6 0.9 0.00
H 3.2718 -1.3194 0.2643 -0.1 0.0 0.3 0.01
H 3.9658 1.6919 0.5211 0.2 0.0 0.0 0.00
H 3.4095 0.7856 1.9214 0.2 0.1 0.2 0.00
H 1.8797 0.8553 -0.4144 -0.7 -0.1 0.0 0.00
H 1.4517 0.7241 2.4822 -0.7 0.2 0.0 0.00
H 1.0913 -0.4827 1.2198 0.6 -0.9 0.8 0.00
H -0.5723 1.8485 1.4350 -0.6 0.7 -0.7 0.00
H -1.0564 0.3114 1.9237 -0.1 -0.7 -0.1 0.00
H -2.3888 0.7838 -1.4014 0.3 -0.8 -0.1 0.00
H -2.3090 1.8208 -0.1133 -0.1 0.4 0.7 0.00
H -2.7220 0.1216 0.2477 -0.4 0.1 -0.1 0.00
Br 0.2111 -0.8546 5.1210 0.8 -0.3 0.0 0.00
C 2.1676 -1.2935 5.3877 -0.6 1.7 1.1 0.00
C 2.6580 -2.0587 4.2614 -0.3 -2.0 -1.5 0.01
Br 4.5260 -2.6004 4.3678 -0.1 0.7 1.0 0.03
H 2.2000 -1.8164 6.3435 0.1 0.2 -0.2 0.00
H 2.6427 -0.3125 5.3999 -0.1 -0.1 0.5 0.00
H 2.4994 -1.5782 3.2960 0.2 0.0 0.1 0.01
H 2.1055 -2.9983 4.2559 0.2 -0.1 -0.4 0.01
Br 4.9458 -0.4414 -6.9454 0.5 -0.7 0.2 0.00
C 5.1287 -2.2009 -6.0509 -0.1 0.5 1.7 0.00
C 6.4008 -2.3904 -5.1800 -0.5 -0.4 -1.8 0.00
Br 6.1437 -4.0720 -4.2300 -0.1 0.2 0.2 0.01
H 4.8974 -3.0024 -6.7525 0.3 0.2 0.1 0.00
H 4.3867 -2.1271 -5.2559 -0.6 -0.2 -0.6 0.00
H 6.4939 -1.5549 -4.4862 0.3 -0.3 -0.1 0.00
H 7.2515 -2.6276 -5.8189 0.2 0.7 0.4 0.00
Br 8.6582 -5.5682 1.0393 0.8 -0.4 -0.1 0.20
C 6.6875 -5.1290 0.7273 -2.3 0.1 0.9 0.10
C 6.2211 -3.9347 1.4892 3.3 -0.6 -0.9 0.19
Br 4.2036 -3.8750 1.4398 -3.0 0.0 -0.8 0.34
H 6.0907 -5.9181 1.1846 0.7 -0.6 0.3 0.00
H 6.4138 -5.2777 -0.3173 0.6 0.9 -0.2 0.00
H 6.6227 -2.9894 1.1241 -0.2 0.1 0.0 0.01
H 6.4917 -4.0876 2.5340 -0.2 0.2 0.0 0.00
Br 0.0099 1.7102 -5.5636 -0.9 0.0 0.4 0.00
C -1.8012 1.5300 -4.7381 -0.6 -0.2 -1.1 0.00
C -2.9375 1.7140 -5.7909 1.8 0.9 0.6 0.00
Br -3.0913 3.6800 -6.3186 -0.1 -1.4 0.5 0.00
H -1.9222 2.1827 -3.8736 0.3 0.0 -0.3 0.00
H -1.8738 0.4868 -4.4305 0.2 0.0 0.2 0.00
H -3.8577 1.3286 -5.3518 -0.1 0.4 -0.3 0.00
H -2.6081 1.2213 -6.7057 -0.5 0.0 0.1 0.00
Br -0.3571 2.8518 6.2144 1.6 0.2 -0.2 0.00
C 1.6491 3.2222 5.8514 -0.7 -0.2 0.2 0.00
C 1.8552 3.0928 4.3618 -0.3 0.0 0.1 0.00
Br 3.6899 3.5599 3.8242 -0.5 0.1 0.3 0.00
H 2.2741 2.5089 6.3888 -0.5 0.0 0.2 0.00
H 1.7826 4.2252 6.2566 0.0 -0.2 -0.3 0.00
H 1.1207 3.7341 3.8745 0.4 0.0 -0.4 0.00
H 1.7533 2.0610 4.0256 -0.2 0.2 0.2 0.00
C 0.0862 3.8203 -1.3976 -0.2 -1.2 1.4 0.00
C 0.7254 2.7177 -2.1316 0.0 -2.3 -2.6 0.00
O 1.8767 3.3479 -2.6317 2.8 -0.4 -0.1 0.00
C 1.7254 4.6542 -2.6955 -1.5 -0.2 -2.0 0.00
O 2.3152 5.4136 -3.4042 0.5 0.1 1.0 0.00
O 0.5356 4.9088 -2.1173 0.0 3.0 0.3 0.00
H 0.5927 3.7069 -0.4392 -0.6 0.9 0.8 0.00
H -1.0023 3.8770 -1.3913 0.2 -0.4 0.3 0.00
H 0.2201 2.4155 -3.0489 -0.6 0.1 0.1 0.00
H 1.0854 1.7713 -1.7281 -0.6 0.6 0.8 0.00
C -1.0716 -2.5138 -2.3650 1.3 3.0 -0.4 0.00
C -1.4963 -3.8827 -2.1579 0.9 -0.5 1.5 0.00
O -2.8716 -3.7772 -2.3014 -1.6 -2.6 0.5 0.00
C -3.2623 -2.6551 -2.8616 -0.1 0.6 -2.4 0.00
O -4.2888 -2.5476 -3.4997 1.3 0.7 1.6 0.00
O -2.2139 -1.7687 -2.7908 -1.5 -0.2 -0.8 0.00
H -0.3433 -2.5346 -3.1756 0.3 0.9 0.3 0.00
H -0.7646 -1.9875 -1.4611 0.7 -0.2 -0.2 0.00
H -1.1953 -4.0938 -1.1318 -0.6 -1.0 -0.1 0.00
H -0.9561 -4.5077 -2.8690 -0.8 -0.6 0.0 0.00
C -4.0470 5.1232 -0.7450 2.2 0.4 0.8 0.00
C -5.4216 4.6926 -0.6892 -4.0 1.0 0.5 0.00
O -5.6074 3.5047 -1.4867 1.4 -0.3 1.4 0.00
C -4.3499 3.1113 -1.8491 -0.6 -0.4 -3.0 0.00
O -4.1059 2.1572 -2.5790 -0.3 2.2 2.4 0.00
O -3.4995 4.1233 -1.5525 2.0 -1.2 -1.3 0.00
H -3.4609 5.1267 0.1740 -0.4 -0.5 0.5 0.00
H -3.9120 6.1671 -1.0282 0.1 -0.2 -1.3 0.00
H -6.0890 5.4321 -1.1316 0.0 0.0 -0.2 0.00
H -5.7563 4.6608 0.3476 -0.2 -1.0 0.0 0.00


[2]
22
Properties=species:S:1:pos:R:3:forces:R:3:lowdin_spin:R:1 method="wB97M-V/def2-TZVPD" fmax_ev_per_a=1.1 charge=+1 total_energy_ha=-237.7857 multiplicity=2 e_homo_ev="-14.7 / -14.7" homo_lumo_gap_ev="11.69 / 4.30"
C -0.7974 0.9453 -1.1271 0.4 -1.0 0.0 0.35
C -2.0821 0.4839 -1.9702 -0.3 0.4 0.4 0.23
C 0.3795 1.0616 -2.0368 -0.1 0.2 -0.1 0.16
H -1.2414 1.8130 -0.6118 -0.5 0.2 0.1 0.08
H -0.5082 0.3187 -0.2602 0.1 0.3 0.0 0.03
H -1.8517 -0.5817 -2.0975 0.4 0.0 -0.2 0.05
H 0.4864 0.2482 -2.7738 0.2 0.1 0.1 0.03
H 0.2153 1.9694 -2.6428 0.0 -0.2 0.0 0.03
H 1.2835 1.0963 -1.4148 -0.1 -0.2 -0.2 0.02
H -2.9328 0.5883 -1.2959 0.0 0.3 -0.3 0.01
H -2.1852 1.0102 -2.9132 -0.2 -0.1 0.0 0.01
C 1.1966 -0.9652 2.2209 0.4 0.0 0.3 0.00
C 0.8303 -1.9241 1.0952 0.0 0.0 0.0 0.00
C 0.5587 0.4051 2.0492 0.3 -0.1 -0.4 0.00
H 0.9390 -1.3928 3.1943 -0.2 0.1 -0.1 0.00
H 2.2817 -0.8386 2.2669 0.0 -0.1 -0.1 0.00
H -0.2527 -1.9364 0.9296 0.0 0.0 0.0 0.00
H 0.8908 0.8475 1.0996 0.0 0.0 0.0 0.00
H -0.5276 0.3125 2.0218 -0.1 0.2 0.2 0.00
H 1.1238 -2.9556 1.3039 0.0 0.1 0.0 0.00
H 1.3191 -1.6250 0.1607 0.0 0.0 0.0 0.00
H 0.8744 1.1194 2.8019 -0.2 0.0 0.3 0.00


[3]
11
Properties=species:S:1:pos:R:3:forces:R:3:mulliken_charge:R:1 method="wB97M-V/def2-TZVPD" fmax_ev_per_a=0.6 total_energy_ha=-285.3230 smiles="C#CC(=O)NC" e_homo_ev=-9.9 homo_lumo_gap_ev=10.20
C 2.3341 0.7213 0.4330 -0.4 -0.3 0.1 0.16
C 1.3793 0.0035 0.5988 0.4 0.4 -0.1 -0.23
C 0.1550 -0.7651 0.8642 -0.1 -0.1 0.4 0.04
O -0.0905 -1.1555 1.9758 0.1 0.2 -0.5 -0.42
N -0.7394 -0.9602 -0.2321 0.2 -0.1 0.0 -0.32
C -1.3666 0.2976 -0.6592 -0.1 0.2 0.0 -0.80
H 3.1875 1.3591 0.3259 -0.2 -0.2 0.0 0.38
H -0.2180 -1.3454 -1.0161 0.0 0.1 0.1 0.29
H -2.1206 0.0647 -1.4162 0.1 0.1 0.1 0.28
H -0.6482 1.0253 -1.0722 -0.2 -0.1 0.1 0.31
H -1.8725 0.7546 0.1980 0.1 -0.1 -0.2 0.31


[4]
45
Properties=species:S:1:pos:R:3:forces:R:3:lowdin_spin:R:1 method="wB97M-V/def2-TZVPD" fmax_ev_per_a=3.5 charge=-1 total_energy_ha=-8851.2529 multiplicity=4 e_homo_ev="-5.2 / -5.3" homo_lumo_gap_ev="5.74 / 7.48"
Mn 1.6003 -0.7621 -0.4489 -2.9 1.0 1.8 3.22
O -0.8054 1.1944 -3.0774 0.5 -0.1 -0.5 0.00
C -0.7583 2.4995 -2.6097 0.0 0.3 0.3 0.00
C -0.9084 2.6786 -1.0727 0.1 0.0 -0.3 0.00
C -1.3866 4.1434 -0.8719 0.0 -0.4 -0.5 0.00
O -1.3936 4.5692 0.4662 0.0 0.1 0.5 0.00
C 0.4520 2.5603 -0.3558 0.4 -0.8 0.1 -0.01
Se 1.8935 1.3964 -1.1619 -0.2 2.0 -0.3 -0.19
C -1.9608 1.7628 -0.4140 0.0 -0.6 0.0 0.00
Se -2.6114 0.0865 -1.2417 -0.5 -0.4 0.4 -0.03
H -0.1307 0.6519 -2.6394 0.0 0.0 0.0 0.00
H -1.5866 3.0112 -3.1122 0.1 0.1 0.0 0.00
H 0.1921 2.9836 -2.8915 -0.2 0.1 0.0 0.00
H -2.3897 4.2513 -1.3096 0.1 0.0 -0.1 0.00
H -0.7126 4.8242 -1.3948 0.0 0.0 -0.1 0.00
H -1.9340 3.9532 0.9748 0.0 0.1 0.0 0.00
H 0.3322 2.1665 0.6546 0.1 0.2 -0.1 0.00
H 0.9090 3.5488 -0.2837 0.2 -0.1 -0.1 -0.01
H -2.9025 2.3098 -0.3006 0.0 -0.1 0.1 0.00
H -1.6252 1.4385 0.5741 -0.1 0.2 0.1 0.00
O 3.7470 -0.8898 0.3181 -0.4 -0.8 -0.8 0.00
P 3.9454 -1.7674 -1.0981 2.2 -0.3 0.9 0.00
O 5.2963 -1.5774 -1.6146 0.1 0.0 -0.1 0.00
O 2.7124 -1.3261 -1.8603 -0.5 0.2 -0.4 0.04
O 3.6847 -3.2502 -0.5662 -0.8 0.2 -0.3 0.00
P 2.0641 -3.6515 -0.4215 0.8 -1.5 0.1 0.01
O 2.2096 -4.8417 0.6415 -0.2 -0.1 -0.5 0.00
O 1.4862 -4.0986 -1.6810 -0.1 -0.2 0.0 0.00
O 1.4614 -2.4823 0.3333 0.1 -0.3 0.5 0.05
H 4.5759 -0.4639 0.5517 0.0 0.4 0.0 0.00
H 2.5372 -4.5210 1.4807 0.1 0.2 0.4 0.00
Cl -3.7339 -3.0204 3.4914 -0.4 -0.2 0.2 0.00
C -2.4325 -2.1339 2.7853 0.3 0.2 -0.3 0.00
C -1.5085 -1.5189 3.6151 -0.1 0.0 -0.2 0.00
C -0.4519 -0.8445 3.0393 0.0 -0.1 -0.5 0.00
Cl 0.7260 -0.0781 4.0354 0.2 0.1 0.3 0.00
C -0.2740 -0.7660 1.6414 -0.9 -0.5 0.0 0.00
O 0.7665 -0.1379 1.1486 0.8 0.3 -0.8 -0.04
C -1.2641 -1.3721 0.8308 0.6 0.1 0.4 0.00
C -1.1853 -1.2879 -0.6651 -1.7 0.4 0.4 0.00
O -0.0504 -0.8930 -1.2397 2.0 0.3 -0.8 -0.06
C -2.3235 -2.0541 1.4100 0.1 0.1 0.2 0.00
H -1.6136 -1.5690 4.6871 0.0 0.0 0.1 0.00
H -1.5793 -2.2117 -1.1203 0.1 0.2 0.1 0.00
H -3.0681 -2.5114 0.7752 -0.1 -0.1 0.0 0.00